# 1
A structure of composition C12H12N4O2PdS2, computed with ωB97M-V with the def2-TZVPD basis set.

```
33
Properties=species:S:1:pos:R:3:forces:R:3:nbo_charge:R:1
Pd 0.20952 0.32119 -0.01639 0.2 0.3 -0.2 1.04
C 4.41248 1.17179 3.11676 0.1 -0.1 -0.1 -0.74
S 3.63174 -0.45186 3.25467 -0.2 0.1 0.1 0.27
C 2.23068 -0.24214 2.18775 0.1 0.0 0.0 -0.06
S 2.50249 0.46199 0.61997 -0.1 -0.2 0.2 -0.22
N 1.12958 -0.69955 2.70752 -0.1 -0.1 -0.4 -0.38
N 0.06200 -0.66571 1.82809 0.3 0.2 0.5 -0.28
C -1.10640 -0.64064 2.32293 -0.4 -0.1 -0.1 0.09
C -2.27331 -0.50401 1.41064 0.3 -0.1 0.2 0.15
C -3.55683 -0.59871 1.91085 -0.2 0.0 0.0 -0.21
C -4.63025 -0.41926 1.04694 0.0 0.0 0.1 -0.15
C -4.38012 -0.16690 -0.28641 0.0 0.0 -0.1 -0.25
C -3.05893 -0.09979 -0.71064 0.0 0.0 -0.1 0.07
N -2.03151 -0.25551 0.11109 0.0 0.0 0.2 -0.47
H 5.27656 1.13819 3.77888 0.0 0.0 0.0 0.23
H 3.72712 1.94621 3.45358 0.0 0.0 0.0 0.23
H 4.73953 1.36673 2.09947 0.0 0.0 0.0 0.23
H -1.24969 -0.67602 3.40047 -0.1 -0.1 0.0 0.21
H -3.70798 -0.79679 2.96390 0.0 0.0 0.0 0.23
H -5.64537 -0.47461 1.41695 0.0 0.0 0.0 0.23
H -5.18337 -0.00882 -0.99213 0.0 0.0 0.0 0.23
H -2.81230 0.09564 -1.74714 0.0 0.0 0.0 0.21
O -0.74812 3.37958 2.54178 0.0 0.0 0.0 -0.59
C -0.47896 3.45295 1.36769 0.0 -0.2 0.1 0.68
C -0.31738 4.75527 0.57321 0.0 0.0 0.0 -0.51
C 0.05420 4.30694 -0.84312 0.0 0.0 0.1 -0.51
C 0.02252 2.80472 -0.71957 -0.1 -0.1 -0.1 0.66
O 0.26018 1.96925 -1.61508 0.0 0.2 -0.1 -0.67
N -0.28515 2.38365 0.51118 0.0 0.1 -0.2 -0.68
H 0.44715 5.36197 1.05562 0.0 0.0 0.0 0.24
H -1.25492 5.30771 0.62177 0.0 0.0 0.0 0.23
H 1.05168 4.61797 -1.15275 0.0 0.0 0.0 0.24
H -0.64414 4.63087 -1.61410 0.0 0.0 0.0 0.24
```
Positions in Å, forces in eV/Å.

## Properties
- 2S+1 = 3
- frontier orbital gap (alpha / beta) (eV) = 6.87 / 6.94
- E_LUMO (alpha / beta) (eV) = -0.832 / -1.374
- E_HOMO (alpha / beta) (eV) = -7.7 / -8.3



# 2
An isolated molecule of C19H19N3O2, computed with ωB97M-V with the def2-TZVPD basis set.

```
43
Properties=species:S:1:pos:R:3:forces:R:3:nbo_charge:R:1
C 2.11114 4.29193 -2.57189 -0.1 0.0 0.0 -0.63
C 2.08908 2.80113 -2.42814 0.0 -0.1 -0.1 0.00
C 1.18290 2.03623 -3.15435 0.0 0.0 0.0 -0.23
C 1.16149 0.65952 -3.02385 0.0 0.0 0.0 -0.18
C 2.03240 0.02193 -2.15948 0.2 0.0 0.0 -0.25
C 2.92200 0.77759 -1.40350 -0.4 0.1 -0.4 0.14
N 3.82977 0.16904 -0.52161 0.5 0.2 0.1 -0.60
C 3.64396 -0.88920 0.31130 0.4 0.1 0.1 0.65
O 4.59063 -1.45753 0.82966 -0.1 -0.1 0.0 -0.60
C 2.26397 -1.28388 0.63051 -0.6 -0.2 0.3 0.02
C 1.03838 -0.64116 0.62003 0.4 -0.3 0.2 -0.28
C 0.12611 -1.56710 1.16605 0.5 0.1 -0.1 0.11
C -1.30139 -1.41024 1.43042 -0.2 -0.2 0.2 -0.13
C -2.12950 -0.59912 0.64167 -0.1 -0.1 0.1 0.04
C -1.64546 0.05830 -0.61847 0.0 0.0 0.0 -0.64
C -3.45472 -0.41994 1.00388 0.0 0.0 0.0 -0.26
C -3.99614 -1.02052 2.13319 0.2 -0.1 0.0 0.03
C -5.43327 -0.80236 2.49541 0.0 0.0 0.0 -0.63
C -3.19196 -1.85609 2.88517 0.1 0.0 0.0 -0.29
C -1.86488 -2.07856 2.53528 -0.1 0.2 -0.1 0.36
O -1.16356 -2.93572 3.30452 0.0 0.0 0.1 -0.68
N 0.77701 -2.68599 1.50319 -0.3 -0.3 0.1 -0.30
N 2.04521 -2.50057 1.18166 0.3 0.3 -0.2 -0.28
C 2.95587 2.15934 -1.55639 -0.1 -0.2 0.0 -0.20
H 2.00925 4.57824 -3.61644 0.0 0.1 0.0 0.22
H 3.03494 4.70922 -2.17973 0.0 0.1 0.0 0.22
H 1.27800 4.73152 -2.02318 0.0 0.1 0.0 0.22
H 0.49936 2.52357 -3.83345 -0.1 0.1 -0.1 0.21
H 0.46813 0.07448 -3.60913 -0.1 -0.1 -0.1 0.22
H 2.02945 -1.05355 -2.07254 0.0 -0.1 0.0 0.23
H 4.78041 0.51758 -0.54042 -0.1 -0.2 0.1 0.42
H 0.84457 0.36222 0.31046 0.0 0.2 -0.1 0.24
H -2.47891 0.20003 -1.30325 0.0 0.0 0.0 0.22
H -0.88580 -0.54121 -1.11316 0.1 0.0 -0.1 0.22
H -1.22289 1.04079 -0.40734 0.1 0.1 -0.1 0.22
H -4.08532 0.20532 0.38781 -0.1 0.1 -0.1 0.20
H -5.61713 -1.07268 3.53182 -0.1 0.0 0.1 0.22
H -6.07410 -1.41765 1.86330 -0.1 0.0 0.0 0.22
H -5.71497 0.23772 2.34422 -0.1 0.1 0.0 0.22
H -3.57665 -2.36868 3.75303 -0.1 -0.1 0.1 0.22
H -0.29141 -3.08804 2.89040 -0.1 -0.1 0.0 0.50
H 2.74779 -3.20146 1.36389 -0.1 0.1 0.0 0.43
H 3.66626 2.73555 -0.98053 0.1 0.1 0.1 0.21
```
Positions in Å, forces in eV/Å.

## Properties
- frontier orbital gap (eV) = 8.43
- SMILES = Cc1cccc(NC(=O)c2cc(-c3c(C)cc(C)cc3O)n[nH]2)c1
- E_LUMO (eV) = 0.392
- E_HOMO (eV) = -8.0



# 3
A structure of composition C12H11F2NSr at a distorted geometry, computed with ωB97M-V with the def2-TZVPD basis set.

```
27
Properties=species:S:1:pos:R:3:forces:R:3:mulliken_charge:R:1
Sr 0.35501 0.14673 -0.62307 -1.5 -0.7 0.7 1.18
C 0.30543 -0.05526 -3.88180 -0.3 0.1 0.1 -0.94
H 1.38869 0.07448 -3.76965 -0.2 0.0 0.1 0.29
H 0.07971 -1.10886 -4.07767 0.0 0.2 0.2 0.30
H -0.02725 0.53452 -4.74160 0.1 -0.1 0.2 0.29
H -0.28616 0.30945 -3.01041 0.3 -0.3 -0.8 0.15
H -2.00498 0.40370 -0.16874 0.8 0.1 -0.6 -0.29
F -0.01073 -4.93130 2.45074 0.3 0.7 0.4 -0.33
C 0.25878 -3.58479 2.51544 -0.6 -0.6 -1.0 0.60
C 0.01471 -2.81772 1.36508 0.3 -1.4 1.6 -1.17
C 0.30798 -1.49726 1.47619 0.4 2.5 -2.5 -0.32
C 0.79372 -0.84754 2.60397 0.4 -1.3 1.6 0.59
C 1.00633 -1.69522 3.72607 0.1 0.9 -0.2 0.51
F 1.50637 -1.22200 4.92346 -0.3 -0.3 -0.5 -0.35
C 0.75354 -3.04733 3.69565 -0.1 -0.4 -0.2 -0.79
C 1.07757 0.60245 2.61618 0.0 0.6 -0.9 0.01
C 1.54840 1.29654 3.72930 0.1 0.2 0.2 -0.61
C 1.77945 2.66111 3.66884 -0.1 -0.2 -0.3 -0.36
C 1.51021 3.35072 2.48598 -0.2 0.2 -0.6 -0.67
C 1.03158 2.63431 1.38288 0.4 -1.0 1.3 -0.02
N 0.86525 1.28916 1.45487 0.2 0.9 0.5 -0.57
H -0.38569 -3.25453 0.44697 0.1 -0.1 0.4 0.38
H 0.94035 -3.65611 4.57061 -0.1 0.0 -0.1 0.46
H 1.73777 0.74341 4.63176 0.0 0.2 0.1 0.55
H 2.16551 3.16868 4.55305 -0.1 0.0 -0.3 0.42
H 1.66556 4.42205 2.39717 0.0 -0.2 0.1 0.36
H 0.76759 3.11453 0.42643 0.2 -0.2 0.5 0.32
```
Positions in Å, forces in eV/Å.

## Properties
- frontier orbital gap (eV) = 6.02
- E_LUMO (eV) = -0.662
- E_HOMO (eV) = -6.7



# 4
The ion C6H14NO with charge -1 at a distorted geometry, computed with ωB97M-V with the def2-TZVPD basis set.

```
22
Properties=species:S:1:pos:R:3:forces:R:3:nbo_charge:R:1
C 3.09161 1.04629 -1.07606 -0.2 1.8 0.7 -0.62
C 2.13372 0.40504 -0.03565 0.2 -0.8 -2.4 -0.40
C 0.64418 0.53202 -0.39175 -0.6 -0.2 1.9 -0.28
N -0.02102 -0.49582 0.46076 -1.8 0.4 0.1 -0.66
C -1.48646 -0.15675 0.63456 0.6 -1.1 -0.1 -0.08
C -1.98603 -1.08309 1.75259 1.2 1.1 0.8 -0.64
C -2.31192 -0.44267 -0.71674 1.0 1.1 -0.4 -0.04
O -1.52827 -0.44468 -1.81723 0.1 -0.4 -0.2 -0.97
H 3.45897 1.94975 -0.54163 0.7 -0.5 -0.6 0.19
H 2.58439 1.49927 -1.94179 -0.1 -0.6 0.1 0.21
H 3.90883 0.40992 -1.44676 -0.2 0.2 0.4 0.19
H 2.40326 -0.65888 -0.09470 -0.3 0.1 0.7 0.19
H 2.27400 0.82704 0.96055 0.2 -0.4 0.0 0.19
H 0.15683 0.33938 -1.36466 1.0 0.5 -0.4 0.29
H 0.31151 1.51504 0.03817 0.1 -0.5 -0.7 0.15
H -0.18009 -1.31127 -0.14302 0.8 0.2 -0.2 0.36
H -1.53851 0.90406 0.91618 -0.2 -0.2 0.0 0.15
H -3.08522 -1.04391 1.75929 0.4 -0.8 0.3 0.20
H -1.53533 -0.76365 2.71522 -0.7 0.5 -0.1 0.19
H -1.42247 -2.03270 1.73047 -1.1 -0.2 -0.8 0.21
H -3.02635 0.42077 -0.80351 -0.5 -0.5 0.5 0.09
H -2.84563 -1.41514 -0.59431 -0.3 0.2 0.3 0.08
```
Positions in Å, forces in eV/Å.

## Properties
- total charge = -1
- frontier orbital gap (eV) = 6.50
- SMILES = CCCN[C@H](C)C[O-]
- E_LUMO (eV) = 3.977
- E_HOMO (eV) = -2.5